{"formula": "C6H14FOP", "method": "wB97M-V/def2-TZVPD", "orbital_gap_ev": 9.5, "lumo_energy_ev": 0.7, "species": ["H", "C", "C", "C", "H", "H", "C", "H", "H", "H", "H", "P", "C", "O", "H", "H", "C", "H", "H", "H", "H", "H", "F"], "xyz": [[-1.970, -1.050, 1.639], [-0.091, -1.754, 1.035], [-1.823, -0.992, -0.641], [1.931, 0.769, 0.200], [-0.383, -2.699, 1.333], [-1.114, 1.731, -1.310], [-0.043, 1.404, -1.393], [0.590, 2.371, 0.504], [-2.612, -1.785, -0.693], [-2.292, 0.033, -0.727], [0.467, 2.123, -2.020], [-1.011, 1.001, 1.127], [-1.332, -0.854, 0.805], [2.060, -0.377, -0.690], [-1.154, -1.263, -1.435], [0.262, -1.731, -0.006], [0.510, 1.425, 0.088], [2.703, 1.511, -0.280], [0.793, -1.527, 1.635], [2.616, -0.159, -1.438], [2.207, 0.521, 1.294], [0.021, 0.401, -1.641], [-0.335, 0.902, 2.615]], "atomic_forces_ev_per_a": [[-1.44, -0.34, -0.07], [0.76, 1.83, -2.20], [-3.14, 0.51, 1.67], [0.89, 0.80, -1.03], [-0.71, -2.17, 0.32], [0.85, -0.31, -0.49], [-0.69, 2.45, 2.74], [0.59, 2.39, 0.27], [0.30, 0.79, 0.04], [-0.08, -1.35, -1.26], [0.28, -0.19, -0.34], [0.80, -1.31, -0.17], [2.97, 0.92, 0.95], [-0.41, -0.13, 1.16], [0.80, 0.38, 0.10], [0.69, -0.97, 0.60], [-0.35, -2.19, -0.75], [-1.39, -0.81, 1.55], [-0.52, 0.83, 0.36], [0.07, 0.23, 0.09], [-0.33, 0.21, -1.88], [0.15, -1.50, -1.28], [-0.08, -0.07, -0.38]]}

{"formula": "C4H11NO2", "method": "wB97M-V/def2-TZVPD", "orbital_gap_ev": 6.9, "lumo_energy_ev": -3.1, "species": ["O", "C", "H", "H", "N", "H", "H", "H", "H", "C", "H", "O", "H", "H", "C", "H", "C", "H"], "xyz": [[-1.465, -1.885, 0.275], [-1.555, 1.044, -0.400], [-0.045, 1.753, 0.685], [-0.234, -0.707, 0.717], [-0.116, 1.169, -0.144], [-1.732, 0.083, -0.868], [2.076, -0.952, 1.272], [2.665, 0.436, 0.398], [-0.097, -1.575, -1.093], [0.565, -0.054, 0.110], [1.637, 0.607, 1.864], [-2.277, 0.890, 0.813], [-1.875, 1.892, -0.992], [-2.346, -0.067, 0.949], [1.806, 0.050, 0.942], [1.597, -1.480, -1.226], [0.697, -0.868, -1.179], [0.701, -0.337, -2.123]], "atomic_forces_ev_per_a": [[1.16, 1.59, 1.15], [-0.07, -1.23, 0.29], [0.15, 0.29, -0.10], [-1.15, -1.39, 0.12], [0.03, -0.25, 1.29], [0.29, 0.23, -1.08], [0.07, -0.11, -0.10], [-0.17, 0.24, -0.20], [-0.44, -0.40, -0.93], [-0.36, 0.55, -2.00], [0.04, 0.29, -0.10], [0.15, 0.76, -0.10], [-0.33, 0.12, 0.22], [-0.04, -0.05, 0.05], [-0.08, -0.54, 0.87], [0.29, 0.12, 0.44], [0.78, -0.82, 0.03], [-0.34, 0.60, 0.12]]}

{"formula": "CF3NO2S", "method": "wB97M-V/def2-TZVPD", "orbital_gap_ev": [8.8, 8.8], "lumo_energy_ev": [-1.6, -1.6], "species": ["F", "C", "O", "F", "O", "F", "N", "S"], "xyz": [[-1.028, -0.399, -1.624], [-0.163, -1.133, -1.073], [-0.669, 1.798, 0.472], [0.876, -1.207, -1.857], [0.643, 2.023, 2.244], [-0.491, -2.288, -0.616], [0.123, 1.424, 1.339], [0.708, -0.217, 1.115]], "atomic_forces_ev_per_a": [[-1.73, 0.47, 0.17], [2.95, 1.16, 2.21], [0.60, 0.44, 1.51], [0.54, -0.18, 0.22], [-0.70, 0.28, -0.12], [-0.90, -0.44, -0.10], [-0.18, -0.44, -2.00], [-0.58, -1.29, -1.88]]}

{"formula": "C8H14", "method": "wB97M-V/def2-TZVPD", "orbital_gap_ev": [8.9, 7.6], "total_charge": 1, "multiplicity": 2, "lumo_energy_ev": [-5.2, -7.4], "species": ["H", "C", "H", "H", "C", "H", "C", "C", "H", "C", "H", "H", "C", "H", "H", "H", "H", "C", "C", "H", "H", "H"], "xyz": [[-0.029, 1.566, 2.241], [-0.403, 0.938, 1.441], [-0.292, -3.069, -2.037], [2.089, 1.001, 2.392], [-0.290, -2.001, -2.242], [2.272, 1.144, -0.620], [-0.132, 0.219, -1.000], [-0.539, -1.260, -0.930], [0.664, 0.318, -1.730], [1.705, 1.274, 0.298], [-0.001, -1.733, -0.107], [-2.358, 1.285, 1.936], [2.436, 1.424, 1.457], [-0.928, 0.843, -1.420], [-1.104, -1.833, -2.950], [-2.194, -0.079, 0.751], [0.607, -1.680, -2.769], [-1.767, 0.421, 1.608], [0.364, 0.804, 0.290], [3.277, 2.101, 1.552], [-1.576, -1.443, -0.645], [-1.800, -0.239, 2.483]], "atomic_forces_ev_per_a": [[0.13, -0.21, 0.12], [-0.57, -0.06, -0.36], [0.29, -0.04, -0.19], [-0.13, 0.19, 0.04], [-0.49, 0.01, -0.12], [-0.11, 0.99, -0.25], [-0.47, 0.26, -0.17], [0.01, -0.41, 0.25], [0.23, -0.08, -0.05], [0.31, -1.48, 0.69], [0.40, -0.08, -0.11], [-0.29, -0.09, -0.14], [-0.51, 0.96, 0.36], [-0.19, -0.08, 0.20], [-0.09, 0.12, 0.08], [-0.01, 0.10, -0.06], [0.25, -0.23, 0.27], [0.25, 0.40, 0.47], [0.57, -0.05, -0.46], [0.47, -0.56, -0.43], [-0.10, 0.44, -0.13], [0.04, -0.09, 0.00]]}

{"formula": "C4H3BrO", "method": "wB97M-V/def2-TZVPD", "orbital_gap_ev": 7.9, "lumo_energy_ev": -1.5, "species": ["H", "C", "C", "C", "H", "H", "Br", "O", "C"], "xyz": [[1.628, 2.745, -1.847], [1.044, 2.104, -1.211], [0.017, 1.548, -0.875], [-0.765, 0.517, 1.316], [-1.090, -1.656, 2.036], [0.043, -1.273, 0.542], [-2.016, 1.729, 1.882], [0.238, 0.117, 2.072], [-0.540, -0.889, 1.382]], "atomic_forces_ev_per_a": [[0.23, -0.26, 0.38], [0.11, 0.84, -1.09], [-0.99, -1.81, 3.07], [0.73, 1.39, -1.19], [0.65, 1.59, -1.01], [-0.45, -0.25, 0.15], [-0.24, 0.14, -0.05], [0.07, 0.92, 0.10], [-0.12, -2.56, -0.36]]}

{"formula": "C32H19Cl2MgN5O8", "method": "wB97M-V/def2-TZVPD", "orbital_gap_ev": 5.7, "total_charge": -2, "lumo_energy_ev": 3.4, "species": ["C", "C", "H", "C", "C", "O", "O", "H", "H", "C", "H", "Cl", "H", "C", "C", "C", "H", "H", "Cl", "C", "C", "H", "C", "C", "C", "C", "C", "C", "N", "N", "C", "H", "C", "H", "C", "N", "H", "H", "O", "H", "C", "Mg", "C", "H", "C", "C", "H", "N", "H", "O", "C", "C", "C", "H", "C", "C", "C", "O", "O", "C", "O", "H", "N", "C", "O", "C", "H"], "xyz": [[-3.746, -1.803, 0.962], [-1.494, -2.612, 0.700], [1.491, -0.499, -1.980], [2.151, -0.593, 2.735], [-2.889, -3.467, 2.468], [0.497, -3.612, -0.116], [4.175, -0.015, -6.934], [5.471, -0.544, 0.875], [3.924, 1.924, -5.558], [4.545, -0.571, 1.433], [-3.016, -4.099, 3.341], [-5.867, 0.633, 4.082], [-0.392, 4.431, -3.299], [-1.247, 1.173, -3.144], [-1.335, 3.433, -1.653], [-1.686, -3.468, 1.780], [-4.541, -1.134, 0.653], [5.387, -1.418, 3.220], [-3.965, -1.031, 6.043], [3.397, 1.416, -4.765], [-2.330, 0.764, 2.194], [-1.371, -1.053, 4.914], [2.466, -0.645, -3.881], [-3.353, -0.321, 4.567], [-2.014, -0.497, 4.251], [2.277, 1.402, -2.626], [2.030, 0.039, -2.754], [-3.925, -2.635, 2.058], [3.592, -0.653, -6.072], [-1.744, 1.088, -1.911], [2.966, 2.078, -3.630], [-4.313, 1.515, 1.908], [-0.145, -2.571, 0.011], [-1.225, 0.247, -3.712], [1.810, 2.199, -1.401], [-0.165, -0.121, 2.653], [-4.857, -2.612, 2.610], [-0.326, 2.343, -4.687], [-3.329, 2.837, 0.462], [2.286, -1.704, -3.993], [0.804, -0.571, 3.443], [0.159, 0.310, 0.619], [-4.171, 0.401, 3.724], [-0.867, -4.110, 2.081], [-1.483, 0.032, 3.077], [-2.372, 2.092, 0.209], [3.159, -1.424, 4.409], [2.206, -0.134, 1.486], [3.147, 3.136, -3.490], [0.781, -0.945, 4.627], [-1.778, 2.201, -1.180], [3.278, -1.065, 3.397], [-0.754, 2.345, -3.692], [3.357, 0.260, -0.163], [-3.664, 0.949, 2.554], [4.490, -1.053, 2.733], [-0.796, 3.500, -2.921], [2.217, 3.357, -1.303], [0.224, -1.404, -0.378], [3.372, -0.122, 0.849], [3.370, -1.846, -6.159], [-2.363, -1.083, -0.524], [-1.773, 1.170, 0.973], [3.137, 0.058, -4.869], [1.056, 1.581, -0.591], [-2.529, -1.778, 0.292], [-1.392, 4.298, -1.006]], "atomic_forces_ev_per_a": [[-0.01, -0.07, -0.03], [-0.02, -0.09, 0.02], [-0.03, 0.02, 0.04], [0.02, 0.02, 0.00], [0.02, 0.00, -0.02], [-0.02, 0.04, -0.03], [0.00, 0.03, 0.01], [0.00, 0.00, 0.00], [0.00, 0.00, 0.00], [0.00, 0.01, -0.03], [-0.01, 0.00, 0.00], [0.00, 0.00, 0.00], [0.00, 0.00, 0.00], [-0.02, 0.00, 0.05], [-0.03, 0.01, -0.02], [-0.05, 0.00, -0.01], [0.01, -0.02, 0.00], [0.00, 0.00, 0.00], [0.00, -0.01, -0.01], [0.00, -0.01, 0.01], [0.04, 0.18, -0.07], [0.01, -0.01, 0.00], [-0.01, -0.01, -0.01], [0.01, 0.02, 0.01], [0.00, 0.02, -0.02], [-0.06, 0.01, 0.07], [0.01, -0.06, -0.02], [-0.01, -0.02, -0.03], [0.00, 0.01, 0.00], [0.04, 0.03, 0.00], [0.01, 0.03, -0.02], [-0.02, 0.03, -0.04], [0.05, 0.04, 0.06], [0.00, 0.00, 0.01], [0.02, -0.01, 0.19], [0.01, -0.01, 0.08], [0.00, 0.00, 0.00], [0.00, 0.00, 0.00], [0.03, 0.05, 0.04], [0.00, 0.00, -0.01], [-0.10, -0.05, 0.04], [-0.02, 0.03, -0.08], [0.02, 0.03, -0.01], [0.00, -0.01, 0.00], [0.01, 0.04, -0.03], [-0.04, -0.23, 0.09], [0.00, 0.00, 0.00], [0.03, 0.03, -0.02], [0.00, -0.01, 0.00], [0.01, 0.03, -0.06], [-0.02, -0.01, -0.06], [-0.03, 0.00, -0.01], [-0.01, 0.00, 0.01], [0.00, 0.01, -0.03], [0.08, 0.03, 0.07], [0.02, -0.01, 0.02], [-0.02, 0.00, -0.01], [-0.04, 0.00, -0.04], [0.04, 0.02, -0.10], [-0.04, -0.05, 0.07], [-0.02, -0.02, 0.03], [-0.02, -0.05, 0.00], [-0.01, 0.03, 0.11], [0.00, -0.02, -0.01], [0.15, 0.01, -0.16], [0.01, -0.04, -0.03], [0.00, -0.01, -0.01]]}

Relative energy (zero: lowest compared OMol25 entry of this formula, charge and spin) in eV, matching the order above: 2.235 7.387 3.530 0.497 6.267 0.040